Entry 1:
The following is a quantum chemistry calculation of a 8-piece molecular cluster, C10H36N2O8 overall, from the Open Molecules 2025 dataset.

```
56
Properties=species:S:1:pos:R:3
N 1.158 -0.250 -2.160
C 0.817 -0.139 -0.890
N -0.180 0.652 -0.687
O 1.580 -0.572 -0.014
H 0.330 -0.228 -2.738
H 2.028 -0.754 -2.251
H -0.923 0.558 -1.365
H -0.409 0.865 0.273
C -4.308 2.488 -1.430
C -3.720 1.189 -1.095
O -3.739 1.005 0.327
H -4.557 2.535 -2.490
H -3.569 3.252 -1.184
H -5.254 2.659 -0.916
H -2.679 1.192 -1.418
H -4.239 0.317 -1.494
H -3.198 1.758 0.577
C -2.578 -1.812 3.929
C -2.746 -0.525 3.068
O -4.119 -0.372 2.823
H -3.353 -2.523 3.643
H -2.521 -1.588 4.995
H -1.608 -2.300 3.836
H -2.261 -0.623 2.097
H -2.460 0.299 3.723
H -4.242 0.195 2.058
C 3.408 1.347 2.466
O 2.275 0.502 2.695
H 3.477 1.980 3.351
H 4.250 0.677 2.295
H 3.169 1.872 1.541
H 1.978 0.051 1.902
C 3.396 -3.047 0.140
O 2.149 -2.865 0.715
H 3.193 -3.537 -0.812
H 4.006 -2.151 0.024
H 3.809 -3.834 0.770
H 1.800 -1.981 0.585
C -0.447 2.452 2.192
O -1.528 2.761 1.367
H -0.536 1.421 2.535
H 0.449 2.530 1.576
H -0.360 3.074 3.084
H -1.606 3.717 1.334
C -1.965 -0.894 -3.629
O -0.775 -0.290 -4.154
H -1.867 -0.997 -2.548
H -2.878 -0.353 -3.876
H -2.057 -1.929 -3.960
H -0.848 -0.195 -5.107
C 5.887 -1.530 -2.708
O 4.918 -0.552 -2.596
H 6.013 -1.672 -3.782
H 6.766 -1.445 -2.069
H 5.454 -2.519 -2.563
H 5.217 0.126 -1.985
```

Computed properties:
Kohn-Sham gap	9.0	eV
HOMO	-8.77	eV


Entry 2:
The following is a quantum chemistry calculation of an isolated ion of composition C4H11N2O2 and charge +1, from the Open Molecules 2025 dataset.

```
19
Properties=species:S:1:pos:R:3
N 0.571 1.292 1.380
C 1.034 -0.123 1.443
C 1.440 -0.577 0.034
N 0.594 0.043 -0.960
C -0.588 -0.637 -1.468
C -1.805 -0.034 -0.777
O -1.758 0.873 0.025
O -2.939 -0.630 -1.123
H 1.342 1.952 1.289
H -0.089 1.340 0.578
H 0.088 1.545 2.241
H 0.218 -0.723 1.760
H 1.865 -0.262 2.129
H 1.388 -1.663 -0.001
H 2.498 -0.442 -0.202
H 1.133 0.346 -1.757
H -0.614 -0.553 -2.550
H -0.712 -1.699 -1.209
H -3.665 -0.047 -0.831
```

Computed properties:
Kohn-Sham gap	10.8	eV
total charge	+1
HOMO	-13.87	eV


Entry 3:
The following is a quantum chemistry calculation of a 2-piece molecular cluster, C4H9I2N2 overall, from the Open Molecules 2025 dataset.

```
17
Properties=species:S:1:pos:R:3
C -0.190 0.643 -1.509
C -0.126 1.801 1.755
C 1.228 -1.193 -0.941
C 0.206 -2.261 -0.529
N 0.977 -0.056 -1.439
N -1.433 1.681 1.916
I -2.155 0.140 -0.917
I 1.199 0.381 2.368
H -0.058 1.581 -2.096
H 0.226 2.694 1.247
H 2.283 -1.387 -0.766
H 0.939 -3.050 -0.420
H -0.451 -2.373 -1.382
H -0.398 -2.036 0.402
H 1.683 0.237 -2.071
H -1.732 0.783 2.343
H -2.200 2.413 2.038
```

Computed properties:
Kohn-Sham gap (spin up / spin down)	5.4 / 5.4	eV
total charge	+1
HOMO (spin up / spin down)	-10.33 / -10.34	eV


Entry 4:
The following is a quantum chemistry calculation of a 2-piece molecular cluster, C3H11N2 overall, from the Open Molecules 2025 dataset.

```
16
Properties=species:S:1:pos:R:3
C 0.882 -1.692 -0.024
C 0.554 -0.193 1.862
C 0.410 0.620 -0.376
N -1.821 1.331 -1.311
N 0.597 -0.357 0.431
H 0.011 -2.333 0.119
H 1.157 -1.698 -1.078
H 1.701 -2.109 0.562
H 0.109 -1.070 2.332
H 1.572 -0.081 2.245
H -0.013 0.692 2.145
H 0.254 1.617 0.000
H 0.523 0.477 -1.437
H -1.747 2.074 -1.996
H -2.307 0.557 -1.750
H -2.411 1.668 -0.558
```

Computed properties:
Kohn-Sham gap	10.6	eV
total charge	+1
HOMO	-14.57	eV


Entry 5:
The following is a quantum chemistry calculation of C5H6Br2N2O as an isolated structure, from the Open Molecules 2025 dataset.

```
16
Properties=species:S:1:pos:R:3
C 1.014 0.330 2.419
C -0.829 -0.739 0.241
C 1.223 0.881 1.007
C -0.452 -0.267 -2.067
C -1.379 -0.945 -1.059
N 0.040 -0.686 2.396
N -0.568 -0.974 1.367
O 1.620 0.695 3.378
Br -0.091 2.291 0.422
Br 2.937 1.737 0.946
H 0.983 0.070 0.228
H -0.280 0.773 -1.610
H -0.970 -0.011 -3.068
H 0.533 -0.661 -2.114
H -1.445 -2.003 -1.375
H -2.336 -0.490 -1.111
```

Computed properties:
Kohn-Sham gap	8.8	eV
HOMO	-9.23	eV


Entry 6:
The following is a quantum chemistry calculation of C27H29AgN5O2S as an isolated structure, from the Open Molecules 2025 dataset.

```
65
Properties=species:S:1:pos:R:3
Ag 0.265 -0.582 0.344
C 1.098 3.123 0.662
C -0.177 3.392 -0.085
C -0.319 4.533 -0.868
C -1.500 4.790 -1.553
C -2.541 3.876 -1.460
C -2.436 2.731 -0.674
C -3.585 1.771 -0.572
C -1.251 2.492 0.047
N -1.085 1.379 0.871
C -1.867 1.323 1.950
O -2.733 2.139 2.309
C -1.605 0.140 2.867
C -2.239 0.037 4.099
C -1.891 -1.023 4.924
C -0.920 -1.926 4.519
C -0.335 -1.749 3.272
N -0.709 -0.753 2.481
C 0.786 -2.662 2.788
O 1.066 -3.643 3.501
N 1.358 -2.248 1.668
C 2.379 -3.013 1.093
C 3.641 -2.419 0.929
C 3.869 -1.027 1.446
C 4.655 -3.120 0.290
C 4.437 -4.399 -0.202
C 3.183 -4.973 -0.056
C 2.147 -4.300 0.581
C 0.788 -4.925 0.702
H 1.846 3.888 0.447
H 1.512 2.144 0.401
H 0.921 3.090 1.738
H 0.508 5.232 -0.933
H -1.605 5.686 -2.152
H -3.469 4.058 -1.994
H -4.340 1.990 -1.330
H -4.043 1.837 0.416
H -3.240 0.740 -0.691
H -2.967 0.784 4.380
H -2.366 -1.134 5.892
H -0.595 -2.754 5.133
H 3.658 -0.962 2.515
H 3.195 -0.315 0.961
H 4.899 -0.710 1.267
H 5.629 -2.654 0.177
H 5.233 -4.938 -0.701
H 2.996 -5.967 -0.451
H 0.721 -5.827 0.092
H 0.014 -4.224 0.378
H 0.576 -5.174 1.743
S 0.157 -1.549 -1.960
C -0.407 -0.155 -2.756
N -1.655 -0.097 -3.242
C -2.244 1.072 -3.880
C -1.152 1.899 -4.537
C -0.051 2.164 -3.528
N 0.394 0.894 -2.971
H -2.233 -0.882 -2.994
H -2.778 1.674 -3.143
H -2.965 0.727 -4.623
H -1.566 2.844 -4.887
H -0.752 1.357 -5.397
H -0.409 2.819 -2.734
H 0.807 2.643 -4.002
H 1.288 0.839 -2.510
```

Computed properties:
Kohn-Sham gap	6.7	eV
total charge	-1
HOMO	-4.34	eV


Entry 7:
The following is a quantum chemistry calculation of a 2-piece molecular cluster, C9H14 overall, from the Open Molecules 2025 dataset.

```
23
Properties=species:S:1:pos:R:3
C -0.202 -1.247 2.833
C -0.404 -0.309 1.735
C 0.247 0.946 1.764
C -0.150 1.815 0.697
C -1.108 1.543 -0.303
C -1.951 0.468 -0.048
C -1.508 -0.509 0.854
H 0.585 -0.957 3.577
H -0.186 -2.288 2.430
H -1.108 -1.179 3.526
H 0.918 1.144 2.608
H 0.372 2.908 0.639
H -1.232 2.224 -1.194
H -2.821 0.250 -0.597
H -2.097 -1.449 1.209
C 1.718 -0.763 -3.127
C 1.061 -0.088 -1.939
H 1.077 -1.723 -3.110
H 1.583 -0.108 -4.058
H 2.734 -0.839 -3.070
H -0.158 0.020 -1.762
H 1.281 -0.765 -0.965
H 1.351 0.906 -1.698
```

Computed properties:
Kohn-Sham gap	9.7	eV
HOMO	-8.78	eV


Entry 8:
The following is a quantum chemistry calculation of an isolated ion of composition C6H13N and charge +1, from the Open Molecules 2025 dataset.

```
20
Properties=species:S:1:pos:R:3
C -1.486 -0.163 -1.649
N -0.930 -0.213 -0.268
C -0.982 1.107 0.412
C 0.503 1.461 0.849
C 1.375 0.453 0.157
C 0.472 -0.780 -0.193
C 0.614 -1.850 0.884
H -1.517 0.871 -1.943
H -0.793 -0.676 -2.348
H -2.367 -0.798 -1.622
H -1.589 0.916 1.304
H -1.380 1.881 -0.203
H 0.615 2.481 0.368
H 0.595 1.734 1.875
H 2.273 0.358 0.794
H 1.753 0.679 -0.838
H 0.818 -1.046 -1.238
H 0.842 -1.463 1.870
H -0.291 -2.437 1.128
H 1.474 -2.512 0.662
```

Computed properties:
expectation value of S²	0.754
Kohn-Sham gap (spin up / spin down)	12.6 / 7.8	eV
2S+1	2
total charge	+1
HOMO (spin up / spin down)	-15.34 / -15.29	eV